1.
Here is an isolated molecule of C20H26O4 in a non-equilibrium geometry from the Open Molecules 2025 dataset. Energies are from ωB97M-V/def2-TZVPD.

The geometry in XYZ format:
```
50
Properties=species:S:1:pos:R:3:forces:R:3
O -0.8906 -6.5790 1.4019 1.18 4.40 -0.28
O 1.0437 -1.9893 -1.4702 0.74 0.16 -2.96
O -1.1471 -4.3590 1.6655 -1.87 3.94 0.74
O -1.7300 -2.8092 -0.0769 -1.03 -0.27 1.54
C -0.5680 -5.3651 1.1674 0.02 -8.96 -1.11
C 0.4768 -5.0030 0.2112 1.40 2.39 0.32
C 0.5022 -3.6505 0.1297 -0.58 -2.17 1.28
C 1.4869 -5.8908 -0.2933 2.09 -0.64 -0.89
C 0.4497 3.6713 -2.1359 -0.22 0.38 0.83
C 0.5044 4.0931 0.3957 2.25 -3.74 0.50
C -1.6745 3.4162 -0.6658 2.16 1.35 -3.66
C -2.4506 2.6938 0.2846 -1.21 0.71 2.54
C 2.2169 -0.1079 -0.2282 -1.36 -1.24 -0.22
C 1.6938 1.3024 -0.1899 0.72 2.17 2.19
C -0.1225 3.1634 -0.7305 1.31 0.00 -0.09
C -0.4181 0.7788 1.9626 0.06 -0.94 -0.50
C -2.1038 1.2280 0.1124 -2.57 -1.58 0.87
C 1.0478 -1.1188 -0.4073 -0.09 -1.29 1.35
C 1.4643 -2.6542 -0.3256 -0.29 0.96 0.16
C -0.7399 -3.3016 0.8042 -1.10 4.93 -0.76
C 0.2767 1.6058 -0.5662 -1.93 -0.44 0.12
C -1.2273 -1.7765 0.7953 2.79 -1.97 -1.93
C -0.6916 0.7441 0.3761 1.14 0.38 0.64
C -0.4590 -0.7126 -0.1547 -0.11 0.04 3.02
H 1.9848 -6.4964 0.4571 -0.27 -0.16 0.38
H 1.0930 -6.5740 -1.0239 -0.23 -0.40 -0.38
H 2.3209 -5.3278 -0.7775 -0.76 -0.25 0.16
H -0.2580 3.6417 -2.9681 -0.32 -0.04 0.33
H 0.7509 4.7142 -1.9778 -0.18 -0.05 -0.30
H 1.3429 3.1848 -2.5439 -0.03 -0.32 0.62
H 0.2310 5.0717 0.2871 -1.21 2.50 -0.28
H 0.2200 3.6860 1.3830 -0.13 0.50 -0.30
H 1.6537 4.1480 0.4665 -1.54 -0.51 -0.56
H -2.1253 3.0032 -1.5720 0.54 0.45 -0.88
H -1.8287 4.5117 -0.7233 -0.03 -0.46 0.26
H -2.2277 3.1245 1.2911 -0.33 -0.86 -0.15
H -3.5378 2.9907 0.0527 1.31 -1.10 0.63
H 2.5817 -0.2470 0.8014 0.59 -0.60 -0.77
H 2.9759 -0.2471 -1.0482 -0.64 -0.15 1.08
H 1.8260 1.6256 0.9541 -0.02 0.07 -2.68
H 2.3123 1.8597 -0.8803 0.47 0.74 0.40
H -0.2694 1.8096 2.2610 0.23 0.06 0.30
H -1.2711 0.3670 2.6185 1.05 0.65 -1.34
H 0.4865 0.1405 2.2176 -0.88 0.94 -0.23
H -2.7905 0.7181 0.8282 0.39 -0.21 -0.48
H -2.4634 0.8975 -0.8903 0.39 0.27 0.39
H 2.5270 -2.9830 -0.3269 -0.68 0.53 0.12
H 0.1030 1.1237 -1.5755 -0.01 0.69 0.66
H -1.6279 -1.4570 1.7439 -1.16 -0.01 -0.34
H -0.9502 -0.6652 -1.1169 -0.07 -0.85 -0.33
```
Positions in Å, forces in eV/Å.

## Properties
E_HOMO (eV): -9.417
Gap between HOMO and LUMO (eV): 9.546
Multiplicity: 1

=====

2.
Here is a structure of composition C20H27BCaF2N5O7 from the Open Molecules 2025 dataset. Energies are from ωB97M-V/def2-TZVPD.

The geometry in XYZ format:
```
63
Properties=species:S:1:pos:R:3:forces:R:3
Ca -0.3749 0.5039 -0.4274 -0.05 0.01 -0.17
O 0.1247 -0.0699 1.9801 -0.03 -0.06 0.04
C 0.7847 0.9881 1.8772 0.07 0.04 0.09
O 0.3133 2.0898 1.4985 -0.01 0.03 0.00
C 2.2870 0.8624 1.9380 -0.01 -0.02 -0.03
C 3.0859 1.2229 2.9749 0.03 -0.01 0.00
C 4.4806 1.0570 2.8625 0.01 0.00 0.01
C 5.0476 0.5429 1.7221 -0.05 0.01 0.01
C 4.2261 0.1537 0.6745 0.02 0.00 -0.02
C 2.8059 0.3147 0.7027 -0.02 0.00 0.03
O 2.0173 0.0543 -0.2525 0.00 -0.01 0.00
N 4.8890 -0.4096 -0.4863 0.01 -0.02 -0.01
O 6.0351 -0.0615 -0.7244 -0.01 0.00 0.00
O 4.2880 -1.2334 -1.1605 0.00 0.01 0.00
N 5.3378 1.4295 3.9668 0.02 0.03 0.00
O 6.5442 1.2692 3.8517 -0.01 -0.01 0.00
O 4.8152 1.8923 4.9696 -0.01 -0.01 0.00
H 2.6754 1.6392 3.8838 -0.01 0.00 0.00
H 6.1174 0.4310 1.6416 0.00 0.00 0.00
C 2.5169 -3.7315 -0.4502 -0.01 0.01 0.01
N 1.1195 -3.3912 -0.8051 0.02 0.00 -0.03
C 1.0873 -2.4066 -1.9336 -0.02 -0.01 0.02
C 0.3362 -2.9322 0.4174 -0.01 0.00 0.02
C -1.1323 -2.9079 0.1068 0.00 -0.02 0.00
C -1.8274 -4.1176 0.2142 -0.02 0.00 0.00
C -3.1663 -4.1795 -0.1352 0.01 0.00 0.00
C -3.7849 -3.0210 -0.5930 0.00 -0.01 0.00
C -3.0677 -1.8341 -0.6869 0.00 0.00 0.00
C -1.7106 -1.7051 -0.3349 0.04 0.04 0.00
H 3.0384 -4.0830 -1.3377 0.00 0.00 0.00
H 2.5119 -4.4974 0.3224 0.00 0.00 0.00
H 3.0000 -2.8243 -0.0972 0.00 0.00 0.00
H 0.6378 -4.2309 -1.1254 -0.01 0.00 0.01
H 1.7001 -1.5532 -1.6487 0.00 0.00 0.00
H 0.0594 -2.0986 -2.1061 0.00 0.00 0.00
H 1.4952 -2.8911 -2.8185 0.01 0.01 0.00
H 0.7270 -1.9554 0.7003 0.00 0.01 -0.01
H 0.5843 -3.6538 1.1988 0.00 0.00 0.00
H -1.3304 -5.0104 0.5927 0.01 0.00 0.00
H -3.7187 -5.1072 -0.0459 0.00 0.00 0.00
H -4.8327 -3.0504 -0.8754 0.00 0.01 0.00
H -3.5994 -0.9625 -1.0653 -0.01 0.00 0.00
F -0.2537 -0.4414 -4.1739 0.00 0.00 -0.01
B -0.6829 0.4592 -3.2332 0.00 0.00 0.05
F -1.4469 1.4061 -3.9006 -0.01 0.00 0.02
C -4.3530 2.1025 -0.4845 0.00 0.00 0.00
C -3.2078 3.1052 -0.3847 0.01 -0.01 0.00
C -3.5083 4.3363 -1.2415 0.00 -0.01 0.00
C -2.9861 3.5039 1.0695 0.01 0.01 0.01
N -2.0176 2.3811 -0.8703 -0.01 -0.02 -0.01
N -0.7778 3.0726 -0.9059 0.04 0.02 -0.03
H -5.2898 2.5587 -0.1600 0.00 0.00 0.00
H -4.1495 1.2321 0.1408 0.00 0.00 0.00
H -4.4791 1.7600 -1.5149 0.00 0.00 0.00
H -4.4074 4.8416 -0.8834 0.00 0.00 0.00
H -3.6660 4.0510 -2.2843 0.00 0.00 0.00
H -2.6892 5.0572 -1.1984 0.00 0.00 0.00
H -3.9047 3.9245 1.4834 0.00 0.00 0.01
H -2.2017 4.2570 1.1632 0.00 0.00 0.00
H -2.6879 2.6381 1.6617 -0.01 0.00 0.00
H -2.1746 2.0408 -1.8189 0.01 0.00 0.00
H -0.4707 3.2797 0.0383 0.00 -0.02 0.00
H -0.7889 3.9020 -1.4883 -0.04 0.00 0.00
```
Positions in Å, forces in eV/Å.

## Properties
E_HOMO (eV): -4.187
Charge: -1
Gap between HOMO and LUMO (eV): 6.420
Multiplicity: 1

=====

3.
Here is a structure of composition C20H27BN8O2Ta in a non-equilibrium geometry from the Open Molecules 2025 dataset. Energies are from ωB97M-V/def2-TZVPD.

The geometry in XYZ format:
```
59
Properties=species:S:1:pos:R:3:forces:R:3
Ta 1.1980 0.1904 -0.4537 -1.34 -0.58 0.13
C -0.1189 3.5295 -0.9518 0.00 -0.05 0.05
C -1.0555 2.3739 -0.9715 -0.24 0.15 -0.07
C -2.4110 2.3407 -1.1492 0.20 0.00 0.05
C -2.8007 0.9846 -1.1222 0.23 0.17 -0.01
C -4.1653 0.4393 -1.2809 -0.15 -0.20 -0.01
N -1.7096 0.2375 -0.9429 -0.25 -0.08 -0.07
N -0.6153 1.0742 -0.8397 1.27 -0.20 0.25
B -1.5366 -1.3059 -0.8590 0.07 -0.03 -0.06
N -0.5311 -1.7136 -1.9573 -0.09 -0.15 -0.15
N 0.7390 -1.1677 -1.9538 0.27 0.27 0.20
C 1.4221 -1.7019 -3.0222 -0.02 -0.20 -0.24
C 2.8306 -1.3326 -3.3223 0.01 -0.04 -0.07
C 0.5870 -2.5665 -3.6810 0.06 0.12 0.12
C -0.6390 -2.5567 -2.9908 0.29 0.09 -0.04
C -1.8598 -3.3263 -3.3138 -0.19 -0.03 0.07
N -0.8923 -1.6530 0.5110 -0.20 -0.19 -0.02
N 0.3446 -1.1486 0.8649 0.77 0.89 -0.65
C 0.6661 -1.6362 2.1076 -0.14 -0.19 0.25
C 1.9519 -1.3296 2.7896 -0.02 0.00 0.03
C -0.3680 -2.4308 2.5287 0.16 0.11 -0.08
C -1.3354 -2.4274 1.5070 0.27 0.10 0.11
C -2.6233 -3.1533 1.4872 -0.21 -0.05 -0.13
H -0.6502 4.4412 -1.2130 0.00 -0.01 -0.04
H 0.6964 3.4009 -1.6687 -0.01 0.02 -0.01
H 0.3032 3.6735 0.0435 0.00 0.02 0.02
H -3.0642 3.1859 -1.2909 0.00 -0.01 -0.01
H -4.8759 1.2493 -1.4192 0.01 0.01 0.02
H -4.4649 -0.1416 -0.4069 0.02 0.04 0.01
H -4.2264 -0.2220 -2.1472 0.03 0.03 0.00
H -2.5706 -1.8594 -0.9979 -0.05 0.00 0.03
H 3.2502 -0.6128 -2.6131 0.01 0.00 0.00
H 2.8991 -0.9080 -4.3247 0.01 0.07 0.05
H 3.4583 -2.2246 -3.3190 0.02 0.03 0.08
H 0.8202 -3.1445 -4.5604 -0.02 0.00 0.01
H -1.6904 -3.9321 -4.1993 -0.01 -0.01 0.00
H -2.7053 -2.6626 -3.5031 0.03 0.01 -0.02
H -2.1392 -3.9855 -2.4901 0.03 0.00 -0.01
H 2.6304 -0.7418 2.1700 0.04 -0.01 0.01
H 2.4637 -2.2544 3.0572 0.00 -0.01 -0.04
H 1.7614 -0.7951 3.7214 0.01 0.06 -0.03
H -0.4262 -2.9680 3.4612 -0.02 -0.02 -0.02
H -2.7473 -3.7151 2.4087 0.01 0.02 0.02
H -2.6665 -3.8536 0.6510 0.04 0.01 0.01
H -3.4657 -2.4676 1.3822 0.03 0.02 0.03
C 1.3200 3.6395 4.0989 -0.24 0.14 0.34
N 1.8812 2.9881 2.9075 0.28 -0.03 -0.21
C 3.1256 3.2088 2.4768 -0.17 0.03 0.15
C 3.6810 2.6136 1.3507 0.19 -0.31 -0.52
C 2.8474 1.7575 0.6728 -0.03 0.81 1.12
O 3.0439 1.0279 -0.4229 -0.95 -0.90 -0.68
N 1.5849 1.5257 1.0993 0.04 0.12 0.11
C 1.0242 2.0998 2.2284 -0.45 -0.23 0.01
O -0.0978 1.8492 2.5777 0.30 0.19 0.05
H 2.0613 4.2932 4.5480 0.08 -0.03 -0.08
H 1.0085 2.8827 4.8159 0.07 -0.03 -0.04
H 0.4399 4.2151 3.8187 0.05 0.00 -0.07
H 3.7177 3.9012 3.0640 -0.05 0.01 0.04
H 4.6945 2.8154 1.0381 -0.01 0.03 0.04
```
Positions in Å, forces in eV/Å.

## Properties
E_HOMO (eV): -18.409
Charge: +3
Gap between HOMO and LUMO (eV): 7.024
Multiplicity: 1